[1]
39
Properties=species:S:1:pos:R:3:forces:R:3:mulliken_charge:R:1 method="wB97M-V/def2-TZVPD" lumo_energy_ev=-0.1 homo_ev=-11.21 de_lowest_kj_mol=262.56 molar_mass_g_mol=234.20 homo_lumo_gap_ev=11.0777 max_force_ev_per_a=1.92
O 2.75663 -1.68221 1.88035 -0.09 0.64 0.54 -0.618
H 3.54590 -1.22813 1.56110 0.28 -0.46 -0.42 0.347
H 2.27390 -0.91697 2.22286 -0.46 -0.43 0.06 0.288
O 0.24491 -0.60216 0.35006 1.50 1.07 -0.54 -0.538
H 0.51551 0.34616 0.38323 -1.15 -0.09 0.34 0.572
H 1.09761 -0.87112 -0.02331 -0.30 -1.11 0.13 0.113
O 0.34032 1.00620 3.31529 0.13 -0.08 0.49 -0.623
H 0.91876 0.67608 4.00350 0.21 0.00 0.21 0.267
H -0.54875 0.91738 3.67014 -0.30 -0.16 0.05 0.318
O 1.59740 -1.28395 -2.12917 0.19 1.07 -0.31 -0.648
H 2.06192 -2.06881 -1.83262 -0.73 -0.67 -0.47 0.332
H 0.65081 -1.46044 -2.13955 0.15 -0.52 0.23 0.341
O -1.76642 0.48067 1.65578 -1.54 -0.51 0.59 -0.645
H -0.81060 0.41331 1.68861 -0.10 0.01 -0.50 0.289
H -2.05613 1.30400 1.25747 0.57 0.26 0.10 0.403
O 1.78739 1.71796 -1.18986 0.35 0.04 0.53 -0.668
H 1.45999 0.85793 -1.48565 0.06 0.13 -0.50 0.284
H 2.00165 2.26470 -1.95237 -0.09 -0.33 -0.24 0.304
O 0.93478 -3.73358 -0.71703 0.16 0.08 -0.81 -0.629
H 0.16827 -3.60969 -0.15389 0.09 0.02 0.31 0.317
H 1.71723 -3.86606 -0.18202 -0.13 -0.10 0.59 0.317
O -3.91740 -0.63355 -0.83733 0.38 -0.01 -0.10 -0.677
H -3.10947 -0.29247 -0.42847 0.11 -0.44 0.04 0.348
H -4.42266 -1.00637 -0.11163 -0.10 -0.04 0.18 0.352
O -0.23020 3.58965 -1.63966 0.30 -0.67 -1.41 -0.647
H 0.33275 3.14204 -0.99717 -0.64 0.43 0.36 0.375
H -0.73424 4.33287 -1.33814 0.08 0.30 0.86 0.288
O -4.07179 2.23066 0.07849 0.62 0.04 0.15 -0.627
H -3.42596 2.74625 -0.42080 -0.17 0.08 -0.04 0.343
H -3.66254 1.35498 0.11077 -0.59 0.16 -0.16 0.214
O 3.85258 -1.02758 -0.47092 -0.34 0.61 -0.42 -0.698
H 3.60273 -0.13049 -0.74111 0.62 0.21 0.01 0.395
H 2.99840 -1.42954 -0.67014 0.40 -0.33 0.52 0.185
O 0.12549 2.17907 1.00229 0.07 0.57 -0.05 -0.552
H -0.01241 2.17153 1.96564 0.43 0.12 -0.38 0.277
H 1.01003 2.53267 0.86376 0.09 -0.02 0.09 0.296
O -2.45207 -3.17033 -2.19070 -0.19 -1.22 0.33 -0.643
H -1.86829 -2.68274 -2.75187 0.30 0.63 -0.36 0.290
H -2.90603 -2.56793 -1.60591 -0.16 0.68 0.03 0.356



[2]
39
Properties=species:S:1:pos:R:3:forces:R:3:mulliken_charge:R:1 method="wB97M-V/def2-TZVPD" lumo_energy_ev=-0.4 homo_ev=-10.09 de_lowest_kj_mol=345.19 molar_mass_g_mol=234.19 homo_lumo_gap_ev=9.6563 max_force_ev_per_a=2.24
H 1.04912 0.73302 0.24305 0.16 0.00 -0.57 -0.027
H 0.09592 -0.44965 0.29547 -0.47 0.09 -0.08 0.271
H -1.53403 -0.17829 4.61361 -0.03 0.11 0.07 0.299
H -1.53188 1.25968 4.12141 0.04 -0.01 -0.03 0.269
H 1.49350 2.89044 0.34378 0.25 0.08 0.00 0.293
H 1.52414 3.08269 -1.16359 0.13 -0.13 0.10 0.211
H -1.67971 -1.60025 3.10722 -0.18 0.00 -0.47 0.285
H -2.46531 -0.58542 2.29298 0.25 -0.12 0.11 0.364
H 0.87319 -0.79114 -2.06851 0.27 0.63 0.21 0.111
H 0.40180 0.48937 -2.73793 -0.11 0.05 0.17 0.407
H -1.92846 1.54588 -0.80194 0.06 -0.05 0.30 0.141
H -2.44111 0.13578 -0.55934 0.08 -0.15 -0.10 0.214
H -0.87061 3.36392 1.12290 -0.14 -0.17 0.00 0.282
H -1.77035 4.44028 0.53811 -0.08 0.01 0.08 0.297
H -3.21218 -3.31454 -0.51222 0.03 0.11 0.10 0.324
H -3.94366 -2.10208 0.03999 0.09 -0.20 0.11 0.302
H 2.30075 0.63735 1.71883 0.26 -0.13 0.16 0.279
H 3.76435 0.24472 1.83606 -0.06 -0.27 -0.09 0.345
H -2.25801 -1.96405 -2.45152 0.01 -0.08 0.07 0.331
H -0.83171 -1.46054 -2.30254 0.10 0.31 -0.27 0.349
H 2.83550 -2.74273 -1.81040 -0.03 -0.08 -0.03 0.327
H 1.75371 -2.75320 -0.74286 0.03 -0.07 0.08 0.297
H -1.48814 2.78707 -2.46171 0.03 -0.01 -0.09 0.285
H -0.00066 3.06628 -2.60131 -0.15 -0.06 -0.14 0.283
H 4.47217 -1.53916 0.17308 -0.23 -0.24 -0.03 0.343
H 5.47780 -1.04142 1.19826 0.12 -0.15 0.00 0.333
O 0.43817 0.22464 -0.30218 1.90 -0.93 0.72 -0.084
O -1.46496 0.34988 3.81033 0.23 0.72 0.61 -0.616
O 1.81929 2.48481 -0.46759 0.03 0.53 0.00 -0.525
O -2.23401 -1.52062 2.32274 -0.23 -0.62 -0.40 -0.599
O 0.74854 -0.38806 -2.93510 -0.07 -0.57 -0.49 -0.728
O -1.75150 0.75119 -0.28605 -2.02 0.35 0.01 -0.353
O -1.73726 3.49470 0.72188 0.16 0.29 -0.17 -0.584
O -4.09746 -2.97356 -0.34193 -0.05 0.07 -0.17 -0.628
O 3.17709 1.00813 1.87225 -0.23 0.21 0.10 -0.613
O -1.56460 -1.82829 -1.79597 -0.39 -0.28 0.05 -0.584
O 2.65898 -3.03860 -0.91024 0.04 0.23 -0.11 -0.629
O -0.71137 2.53074 -2.97154 0.09 0.08 0.09 -0.598
O 4.70831 -1.61421 1.10453 0.11 0.45 0.12 -0.676



[3]
39
Properties=species:S:1:pos:R:3:forces:R:3:mulliken_charge:R:1 method="wB97M-V/def2-TZVPD" lumo_energy_ev=-1.0 homo_ev=-9.86 de_lowest_kj_mol=585.15 molar_mass_g_mol=234.19 homo_lumo_gap_ev=8.8820 max_force_ev_per_a=4.59
H 0.51725 -0.70877 1.15650 -1.87 0.26 -0.42 0.247
H 0.13153 -0.45837 -0.27597 -0.53 0.17 -0.20 0.212
H -1.15823 -1.42609 2.02988 -0.90 0.60 -1.12 0.302
H -0.66141 -2.13359 3.15512 0.56 -0.11 0.87 0.251
H 2.45541 -3.76513 -2.68821 0.07 1.91 -0.28 0.328
H 2.02250 -2.21297 -2.50833 0.36 -0.83 -0.21 0.280
H 1.72039 2.87614 -1.11544 0.12 0.64 -0.11 0.249
H 3.08185 2.55558 -1.62666 -0.95 2.23 0.43 0.365
H -1.17879 -2.63366 -0.81519 0.31 -1.53 0.16 0.282
H -0.44244 -1.57106 -1.76007 -2.17 -1.03 1.60 0.284
H 4.23709 2.05787 0.43067 -0.55 -0.91 -2.50 0.370
H 3.32212 0.93866 0.05240 0.03 -0.40 -0.31 0.299
H 3.15797 -3.15840 -0.09008 -0.08 -1.18 -0.68 0.292
H 2.56139 -1.75786 0.09345 2.26 -1.60 0.95 0.247
H -1.63653 0.86840 0.33842 -0.69 -0.19 -0.02 0.285
H -2.82922 1.77058 0.07161 -1.46 3.00 0.91 0.326
H -4.24924 -1.52133 0.89196 -0.18 0.44 -0.12 0.288
H -4.84235 -0.27995 0.26735 0.38 -0.09 0.12 0.335
H 0.47173 2.51710 1.25979 -0.14 0.12 -0.38 0.257
H 0.21600 4.04528 0.78306 0.49 -1.78 1.73 0.323
H -4.76310 -1.37235 -1.87951 0.38 0.11 0.28 0.247
H -3.26131 -1.25763 -1.60127 0.92 0.10 -0.16 0.264
H -1.88823 2.31625 -1.68645 0.46 -2.02 -0.67 0.324
H -1.70119 3.54362 -0.96130 -0.33 0.52 0.05 0.293
H 1.94816 0.22713 2.86089 -0.17 0.24 0.39 0.294
H 3.17667 -0.63374 3.31694 -1.86 0.04 -1.46 0.268
O -0.30172 -0.57910 0.57156 4.11 1.71 1.14 -0.389
O -0.46088 -1.33970 2.65602 -0.08 -1.13 2.07 -0.561
O 2.67748 -2.81363 -2.90861 -0.45 -1.16 0.42 -0.613
O 2.47273 3.36873 -1.48787 0.37 -2.15 -0.56 -0.620
O -1.17987 -1.73153 -1.06387 0.63 1.03 -4.15 -0.624
O 3.92015 1.54347 -0.40542 1.01 0.54 3.12 -0.660
O 3.35969 -2.35531 0.35401 -2.07 2.72 -0.18 -0.555
O -2.45570 0.98444 -0.17732 2.28 -3.81 -0.37 -0.529
O -4.65162 -0.67522 1.12163 -0.48 -0.16 1.36 -0.622
O 0.35363 3.41796 1.57219 -0.34 1.63 -1.35 -0.585
O -4.11215 -1.07421 -1.22062 -1.18 -0.56 -1.35 -0.552
O -2.38967 3.05265 -1.42386 -0.27 2.72 0.04 -0.628
O 2.35994 -0.62430 2.71259 2.02 -0.10 0.99 -0.578



[4]
39
Properties=species:S:1:pos:R:3:forces:R:3:mulliken_charge:R:1 method="wB97M-V/def2-TZVPD" lumo_energy_ev=-0.3 homo_ev=-10.06 de_lowest_kj_mol=214.98 molar_mass_g_mol=234.20 homo_lumo_gap_ev=9.7671 max_force_ev_per_a=4.47
O 12.65400 0.01200 -8.91000 -0.41 -1.08 -0.63 -0.618
H 12.26300 0.07800 -8.05200 -0.92 -0.52 1.21 0.199
H 13.19300 0.77000 -8.91100 1.33 1.46 -0.54 0.311
O 9.66300 1.45700 -8.36800 -1.11 -0.33 0.20 -0.773
H 10.41800 2.01400 -8.25400 1.48 0.94 -0.52 0.273
H 9.19900 1.76400 -7.58100 -1.24 -0.39 0.19 0.259
O 12.19400 -2.30900 -5.77800 1.18 1.87 0.64 -0.581
H 12.81300 -1.82300 -6.38500 -0.98 -0.87 0.58 0.274
H 12.20700 -1.68300 -4.98800 -0.12 -1.20 -1.17 0.368
O 10.97300 2.42900 -4.74900 0.55 -0.74 0.09 -0.630
H 10.92000 1.73900 -5.45100 -0.09 0.29 0.32 0.414
H 10.26400 3.03500 -4.92600 -0.39 0.38 -0.18 0.254
O 8.30200 -0.42800 -9.87800 0.69 -0.08 0.83 -0.630
H 7.81800 -0.00500 -10.56500 -0.67 0.35 -0.94 0.293
H 8.81000 0.31000 -9.49300 -0.16 -0.41 -0.03 0.382
O 10.93000 1.89300 -10.75000 0.00 1.07 -1.11 -0.613
H 10.93700 1.44900 -9.92800 -0.12 -0.79 1.29 0.476
H 11.38600 1.26800 -11.30000 0.32 -0.36 -0.66 0.307
O 9.90300 -4.10200 -5.41900 0.21 -0.05 -0.09 -0.665
H 9.78400 -3.19000 -5.74600 0.26 -0.60 0.20 0.356
H 10.83500 -4.33700 -5.56500 -0.53 0.48 -0.02 0.298
O 8.19800 1.14000 -6.12200 -1.48 3.16 2.79 -0.649
H 8.11900 0.23500 -5.84400 0.23 -1.17 -0.09 0.378
H 7.85000 1.66300 -5.28200 1.13 -1.55 -2.74 0.310
O 11.66500 2.87200 -7.64800 0.42 0.11 0.20 -0.458
H 12.52900 2.54700 -7.41700 0.37 -0.71 0.54 0.231
H 11.91200 3.71000 -8.00800 -0.29 1.17 -0.65 0.247
O 12.75300 -0.10000 -3.81500 -0.41 1.08 -1.70 -0.562
H 13.52100 -0.24300 -3.30000 1.18 -0.49 1.14 0.254
H 13.09700 0.51700 -4.50500 -0.79 -0.51 0.63 0.284
O 10.98300 0.23900 -6.49400 0.48 1.19 -1.34 -0.439
H 10.42700 -0.32400 -5.98900 -0.56 -1.20 0.71 0.183
H 10.38400 0.49600 -7.26300 0.65 -0.35 0.67 0.369
O 8.69800 -1.51900 -5.45600 2.43 0.91 -0.39 -0.789
H 7.81400 -1.59600 -5.23000 -2.85 -0.77 0.51 0.294
H 9.11100 -1.10300 -4.66100 0.08 -0.47 -0.25 0.464
O 9.96800 -0.50700 -3.43300 0.15 0.29 -0.83 -0.558
H 9.63400 -0.73400 -2.59300 -0.72 -0.62 1.52 0.215
H 10.67000 0.11200 -3.25000 0.70 0.53 -0.34 0.274